1.
178
Properties=species:S:1:pos:R:3 method="wB97M-V/def2-TZVPD" orbital_gap_ev=8.85 relative_energy_kcal_mol=101.3 e_tot_ha=-3565.728075 fmax_ev_per_a=3.924 homo_ev=-8.75
C -2.2003 6.9105 6.6121
O -3.1666 6.4585 6.0086
N -1.1751 7.4666 6.0062
N -2.0222 6.9373 7.9394
H -0.4583 7.8018 6.6338
H -0.9289 7.4425 5.0270
H -2.7734 6.4772 8.4335
H -1.2463 7.4949 8.2667
C 3.0332 -0.7073 -4.3823
O 3.5113 -1.7974 -4.5464
N 3.7018 0.4007 -4.3823
N 1.7091 -0.6279 -4.2277
H 3.0158 1.1356 -4.2855
H 4.7021 0.5017 -4.4784
H 1.0982 -1.4314 -4.1936
H 1.2350 0.2613 -4.2951
C -0.7382 -6.0968 -9.0189
O -0.7630 -7.5397 -9.1231
C -1.9165 -8.2654 -9.5875
C -3.0799 -8.0966 -8.6199
N -4.1797 -8.9179 -9.0991
C -5.4528 -8.6505 -8.3486
C -5.5161 -9.3201 -6.9731
O -6.5174 -8.6204 -6.2680
C -6.6559 -8.9787 -4.8173
H 0.1648 -5.8305 -8.4696
H -1.6367 -5.8314 -8.4618
H -0.7452 -5.5761 -9.9765
H -1.6611 -9.3098 -9.7663
H -2.2663 -7.7840 -10.5007
H -3.4262 -7.0656 -8.6931
H -2.8281 -8.3266 -7.5846
H -4.1924 -8.6697 -10.0780
H -6.2438 -9.1318 -8.9238
H -5.7381 -7.5990 -8.3168
H -4.6219 -9.1806 -6.3655
H -5.5614 -10.4091 -6.9866
H -6.4496 -10.0356 -4.6483
H -7.6265 -8.6295 -4.4650
H -5.9694 -8.3895 -4.2094
C -1.0830 -4.5081 -1.9611
O -0.7197 -3.7718 -0.8069
C 0.5609 -4.2500 -0.3236
C 1.2722 -3.3935 0.6867
N 0.3803 -3.3139 1.8963
C 0.9916 -2.8959 3.1961
C 1.4047 -1.4392 3.2078
O 0.2574 -0.6067 3.0372
C 0.4821 0.7116 2.6622
H -0.9437 -4.0042 -2.9175
H -2.1655 -4.5927 -1.8649
H -0.6120 -5.4823 -2.0921
H 1.1688 -4.3909 -1.2173
H 0.4676 -5.2644 0.0643
H 1.4851 -2.4329 0.2176
H 2.2745 -3.7323 0.9491
H -0.3539 -2.6731 1.6309
H 1.7796 -3.6199 3.4033
H 0.1912 -3.0880 3.9107
H 2.1853 -1.2891 2.4620
H 1.9227 -1.1726 4.1290
H 0.9298 1.3855 3.3927
H -0.4960 1.0718 2.3435
H 1.1002 0.6660 1.7656
C 1.8106 0.0276 8.8940
O 3.1974 -0.2247 9.3085
C 3.3269 -1.3540 10.1449
C 4.7728 -1.9109 9.9623
N 5.0310 -2.5070 8.6420
C 6.4574 -2.4241 8.4609
C 6.8279 -3.0030 7.0458
O 6.3531 -2.2159 5.8943
C 7.1119 -2.4669 4.6990
H 1.8134 0.9298 8.2823
H 1.1629 0.1563 9.7612
H 1.3895 -0.8719 8.4449
H 2.5506 -2.1139 10.0557
H 3.3694 -0.9445 11.1541
H 4.8952 -2.7054 10.6985
H 5.4912 -1.1098 10.1360
H 4.5748 -1.9489 7.9345
H 7.0994 -2.9416 9.1737
H 6.7819 -1.3861 8.5352
H 6.4205 -4.0140 7.0473
H 7.8915 -3.2276 6.9659
H 6.8253 -3.4144 4.2427
H 8.1860 -2.3491 4.8420
H 6.8395 -1.6971 3.9769
C -3.9798 7.8309 -1.8960
O -4.0191 8.9590 -2.7037
C -4.8618 9.9777 -2.1877
C -4.7166 11.1334 -3.1307
N -5.7797 12.0516 -2.7808
C -5.8393 13.2831 -3.6112
C -4.6436 14.3570 -3.5466
O -3.6435 13.9964 -4.5368
C -3.2045 15.0431 -5.3270
H -4.8898 7.2317 -1.8667
H -3.6775 8.1866 -0.9110
H -3.1859 7.1490 -2.2005
H -4.5046 10.2792 -1.2030
H -5.8654 9.5542 -2.2259
H -4.8494 10.8150 -4.1647
H -3.7334 11.5961 -3.0450
H -5.6133 12.2782 -1.8107
H -6.7851 13.7140 -3.2826
H -5.9964 13.0212 -4.6576
H -4.1244 14.4510 -2.5928
H -5.1288 15.3230 -3.6860
H -2.4344 14.6062 -5.9628
H -2.6951 15.7098 -4.6312
H -4.0243 15.4253 -5.9352
C 6.6705 5.9287 1.1004
O 7.6993 5.4199 0.2016
C 7.1706 4.4196 -0.6451
C 8.2754 3.9739 -1.6426
N 8.5127 4.8221 -2.8014
C 8.9844 6.1331 -2.6057
C 9.3323 6.8047 -3.9095
O 10.3127 6.1175 -4.7098
C 10.4641 6.5562 -6.0371
H 6.9115 6.7646 1.7572
H 6.3227 5.0706 1.6757
H 5.8054 6.3112 0.5587
H 6.2945 4.6695 -1.2435
H 6.8945 3.5813 -0.0053
H 8.1119 2.9637 -2.0178
H 9.1679 3.9507 -1.0173
H 9.2640 4.4310 -3.3514
H 9.7754 6.1044 -1.8562
H 8.2804 6.7324 -2.0283
H 9.7945 7.7666 -3.6876
H 8.3692 6.9101 -4.4090
H 10.4503 7.6458 -6.0661
H 9.7109 6.0164 -6.6111
H 11.4710 6.1804 -6.2186
C -9.2251 -2.2000 5.3112
O -7.8099 -1.9513 5.2546
C -7.4582 -0.5464 5.3738
C -5.8638 -0.2544 5.1971
N -5.3349 -0.6850 3.9026
C -6.0576 -0.0823 2.7301
C -5.6650 -0.7182 1.3351
O -6.1601 0.1501 0.3321
C -5.8079 -0.3126 -0.9956
H -9.3868 -3.2334 5.0047
H -9.8026 -1.7138 4.5249
H -9.4991 -1.9726 6.3414
H -7.7535 -0.1737 6.3546
H -8.0829 -0.0024 4.6652
H -5.3270 -0.8546 5.9318
H -5.6162 0.7890 5.3920
H -4.3846 -0.3761 4.0503
H -5.9102 0.9972 2.6965
H -7.1335 -0.1640 2.8843
H -5.9900 -1.7569 1.3939
H -4.5826 -0.8447 1.3110
H -5.2041 0.4509 -1.4862
H -6.7346 -0.3204 -1.5695
H -5.3114 -1.2778 -1.0953
O 0.9578 -8.4861 3.1178
H 0.0129 -8.4705 3.2701
H 1.1914 -7.5704 2.9652
O 2.5007 -10.2736 -2.6844
H 2.2351 -11.0307 -3.2063
H 2.8498 -9.6522 -3.3233
O 4.2800 -7.1298 -5.6961
H 4.2579 -6.1867 -5.5338
H 3.6637 -7.2639 -6.4161
O -1.2875 -11.5851 -0.3408
H -1.8083 -10.8288 -0.0706
H -0.4341 -11.2186 -0.5722
O -3.8019 -7.0320 0.7721
H -3.2094 -6.3044 0.5825
H -4.5451 -6.6262 1.2184
O 3.5507 -9.4404 7.1944
H 3.6360 -8.8355 7.9313
H 3.1266 -8.9247 6.5085

2.
169
Properties=species:S:1:pos:R:3 method="wB97M-V/def2-TZVPD" orbital_gap_ev=6.44 charge=+8 relative_energy_kcal_mol=0.0 e_tot_ha=-2831.317241 fmax_ev_per_a=4.379 homo_ev=-19.01
C -19.0780 24.9987 11.9636
C -20.1352 26.0451 11.7182
C -21.5529 25.5568 11.5227
O -22.0908 24.9492 12.7146
C -23.4387 24.7735 12.6646
N -19.9224 27.0946 12.7732
H -18.9661 27.4141 12.8319
H -20.4207 27.9538 12.5897
H -20.3926 26.8067 13.6195
H -19.0578 24.2806 11.1438
H -19.0960 24.4780 12.9210
H -18.1069 25.4886 11.8931
H -20.0507 26.6207 10.7964
H -21.8875 24.8986 10.7210
H -21.9938 26.5234 11.2792
H -24.0674 25.4973 12.1459
H -23.8150 24.6052 13.6737
H -23.7300 23.8577 12.1502
C -14.8336 25.2700 8.1238
C -13.6229 24.9694 9.0211
C -13.4921 23.5345 9.5864
O -12.3292 23.2846 10.4483
C -12.1016 23.8312 11.6737
N -12.3121 25.3872 8.3734
H -12.2107 24.9679 7.4602
H -12.3332 26.3869 8.2312
H -11.4684 25.1490 8.8750
H -14.7669 24.6724 7.2146
H -14.6962 26.2600 7.6889
H -15.8522 25.3368 8.5063
H -13.6844 25.7042 9.8238
H -13.4482 22.8002 8.7820
H -14.4653 23.4275 10.0654
H -12.5076 24.7942 11.9836
H -11.0399 23.9131 11.9065
H -12.4745 23.1246 12.4151
C -9.3040 17.8510 10.1464
C -8.8826 16.8517 11.1982
C -7.8484 17.5568 12.0868
O -7.4729 16.6133 13.1472
C -6.9012 17.3219 14.2084
N -10.1176 16.2730 11.9924
H -10.9843 16.7875 12.0573
H -10.3913 15.3670 11.6398
H -9.9267 16.1336 12.9744
H -10.0081 17.4671 9.4083
H -8.4050 18.1611 9.6138
H -9.8482 18.7186 10.5197
H -8.4688 15.9568 10.7334
H -8.3601 18.4501 12.4448
H -6.9882 17.8815 11.5014
H -7.6399 17.9707 14.6790
H -6.0146 17.8759 13.9000
H -6.6065 16.5457 14.9147
C -16.7672 13.8801 18.0448
C -16.4920 12.8192 17.0091
C -17.6469 12.1234 16.3581
O -18.3739 12.8433 15.3054
C -19.2421 11.9669 14.6609
N -15.6011 13.3799 15.9120
H -15.6962 12.8991 15.0289
H -15.9200 14.3125 15.6913
H -14.6412 13.5390 16.1831
H -17.2273 13.4072 18.9124
H -17.4369 14.6925 17.7628
H -15.8903 14.4629 18.3268
H -15.8252 12.0368 17.3714
H -18.3737 11.9079 17.1413
H -17.3859 11.1570 15.9269
H -19.9759 11.4994 15.3175
H -18.6222 11.2724 14.0939
H -19.7528 12.5253 13.8764
C -15.7892 19.5122 5.0184
C -17.2598 19.3757 4.8177
C -18.0726 19.7370 6.0580
O -19.3274 19.2353 5.8476
C -20.2789 19.5171 6.8263
N -17.6963 20.1785 3.5881
H -18.6540 20.4939 3.5302
H -17.1752 21.0432 3.6170
H -17.4318 19.7195 2.7282
H -15.5346 18.6035 5.5637
H -15.5471 20.3372 5.6884
H -15.0662 19.6583 4.2158
H -17.6523 18.3957 4.5465
H -18.0311 20.8170 6.1996
H -17.5614 19.3371 6.9338
H -20.1831 20.5459 7.1734
H -20.0549 18.8794 7.6815
H -21.3394 19.4313 6.5893
C -23.0983 22.9331 19.6661
C -22.4190 21.6497 20.1125
C -21.2816 21.2289 19.2393
O -21.7633 20.8275 17.9622
C -21.3897 21.6051 16.8367
N -22.0944 21.6640 21.6393
H -22.9240 21.8696 22.1774
H -21.8023 20.8493 22.1601
H -21.3333 22.2764 21.8960
H -24.0536 23.1545 20.1417
H -23.4118 22.9311 18.6222
H -22.3827 23.7288 19.8732
H -23.1676 20.8576 20.1298
H -20.7828 20.3635 19.6756
H -20.4757 21.9627 19.2542
H -20.3030 21.5959 16.9210
H -21.4846 22.6539 17.1182
H -21.8728 21.3270 15.9001
C -14.3092 22.4862 19.2555
C -14.8517 21.0067 19.2736
C -13.8027 20.0313 18.5731
O -12.5504 20.1921 19.2536
C -11.7518 19.0027 18.9573
N -14.9502 20.4821 20.7075
H -15.3708 21.1633 21.3232
H -15.5287 19.6619 20.8207
H -14.0127 20.2414 20.9961
H -14.5279 22.9757 18.3065
H -13.2823 22.6614 19.5764
H -14.8443 23.0072 20.0495
H -15.9122 20.9501 19.0280
H -13.6701 20.2005 17.5045
H -14.1712 19.0055 18.5731
H -11.8462 18.3471 19.8230
H -10.7259 19.2842 19.1949
H -11.8677 18.5010 17.9966
C -23.4752 16.5135 12.0104
C -24.6080 16.3934 13.0666
C -25.4468 17.6990 13.3525
O -26.3012 17.4393 14.4434
C -25.9317 17.8930 15.7821
N -25.6811 15.3381 12.5346
H -26.3609 15.1308 13.2522
H -26.0291 15.7026 11.6593
H -25.2579 14.4670 12.2478
H -23.9405 16.9939 11.1496
H -23.0182 15.5506 11.7825
H -22.6140 17.0708 12.3789
H -24.2703 16.0145 14.0312
H -25.9725 18.0437 12.4621
H -24.7394 18.5099 13.5263
H -26.8286 17.7038 16.3720
H -25.5845 18.9242 15.7182
H -25.0164 17.4036 16.1150
C -18.3913 13.5319 8.2256
C -17.3250 12.5325 7.7334
C -17.6712 12.0174 6.3224
O -17.5556 13.1523 5.4186
C -16.8261 12.8625 4.2519
N -15.9685 13.2592 7.7544
H -15.8478 13.7257 8.6420
H -15.1470 12.7034 7.5638
H -15.9712 13.9240 6.9940
H -18.3570 14.5284 7.7851
H -18.2328 13.7957 9.2712
H -19.4046 13.1375 8.1489
H -17.2958 11.6973 8.4332
H -18.6445 11.5287 6.2780
H -16.9194 11.2768 6.0494
H -15.7894 12.5604 4.4005
H -16.6848 13.7198 3.5938
H -17.2900 11.9756 3.8204
C -17.2651 18.3986 12.3443
C -15.9696 17.7346 12.5167
O -15.5437 17.2911 11.4475
O -15.3309 17.7826 13.5801
H -17.8557 18.1710 11.4569
H -17.1719 19.4831 12.2881
H -17.8543 18.1346 13.2225

3.
93
Properties=species:S:1:pos:R:3 method="wB97M-V/def2-TZVPD" orbital_gap_ev="5.34 / 5.34" charge=-1 relative_energy_kcal_mol=47.1 e_tot_ha=-8371.140237 fmax_ev_per_a=5.030 homo_ev="-4.98 / -4.98"
Mo 1.1093 1.4737 1.5181
N -1.7051 -0.9053 3.4795
C -2.6736 -0.4103 2.6514
C -4.0116 -0.7412 2.5362
C -4.7350 -0.0610 1.5824
C -4.1383 0.9167 0.7834
C -2.8003 1.2364 0.8851
C -2.0415 0.5478 1.8270
N -0.7042 0.5962 2.1658
C -0.5461 -0.2899 3.1587
C 0.7455 -0.4506 3.7384
C 1.2281 -1.2520 4.7387
S 2.8967 -0.9385 5.0057
C 2.8713 0.2160 3.7327
N 1.6934 0.3688 3.1645
H -1.8387 -1.5893 4.2040
H -4.4496 -1.5062 3.1567
H -5.7773 -0.2959 1.4382
H -4.7402 1.4207 0.0437
H -2.3660 1.9788 0.2383
H 0.7084 -1.9895 5.3151
H 3.7538 0.7554 3.4349
F -0.1367 3.6718 6.5689
C 0.4822 3.3574 5.4450
F 1.5912 4.0628 5.3181
F 0.8764 2.0674 5.5560
S -0.6317 3.2912 3.9158
O 0.3893 3.0115 2.8948
O -1.4834 2.1858 4.2134
N -1.4120 4.5840 3.6072
S -0.7786 6.0150 3.8961
O -1.7037 7.0557 3.6221
O -0.0812 5.9995 5.1436
C 0.5943 6.2129 2.6284
F 1.5801 5.3416 2.8605
F 0.1809 6.0335 1.3789
F 1.1037 7.4377 2.7274
O 4.4677 -0.3246 1.1201
C 3.2976 -0.4587 0.8257
O 2.4607 0.5374 0.7513
C 2.6702 -1.8028 0.5877
C 3.4636 -2.9324 0.4236
C 2.8489 -4.1763 0.2837
C 1.4687 -4.3168 0.3039
C 0.6948 -3.1765 0.4669
C 1.2864 -1.9220 0.6089
N -0.7228 -3.2625 0.5312
O -1.2497 -4.3611 0.4704
O -1.3404 -2.2079 0.6876
N 3.6616 -5.3592 0.1502
O 4.8615 -5.2132 0.0437
O 3.0923 -6.4317 0.1750
H 4.5397 -2.8484 0.4044
H 1.0073 -5.2881 0.1926
H 0.6508 -1.0519 0.7226
F -0.3718 -1.6337 -4.9383
C 0.9011 -1.5357 -4.5248
C 1.1739 -0.9380 -3.3085
C 2.5068 -0.8297 -2.9702
F 2.8074 -0.2009 -1.8127
C 3.5410 -1.3192 -3.7568
F 4.8246 -1.2014 -3.3806
C 3.2259 -1.9409 -4.9594
F 4.1966 -2.4302 -5.7454
C 1.8959 -2.0447 -5.3493
F 1.5880 -2.6269 -6.5194
Ge -0.2415 -0.1942 -1.9815
S -0.0561 2.5868 -0.1901
C -1.5079 -1.7933 -2.2589
C -1.1819 -3.1190 -2.4590
F 0.1239 -3.4587 -2.5934
C -2.1257 -4.1389 -2.4764
F -1.7706 -5.4093 -2.7210
C -3.4548 -3.8278 -2.2243
F -4.3828 -4.7963 -2.2274
C -3.8160 -2.5082 -1.9688
F -5.0982 -2.2118 -1.6929
C -2.8378 -1.5288 -1.9941
F -3.1663 -0.2490 -1.7337
C -0.8810 0.9527 -3.5982
C -0.0489 2.0391 -3.8125
F 1.0412 2.1487 -3.0232
C -0.2506 2.9964 -4.7957
F 0.5794 4.0438 -4.9429
C -1.3400 2.8578 -5.6480
F -1.5765 3.7659 -6.6078
C -2.1718 1.7561 -5.5037
F -3.2059 1.5954 -6.3477
C -1.9359 0.8318 -4.4874
F -2.7754 -0.2096 -4.4133
C 1.6112 2.9906 0.0679
H 2.2413 2.7352 -0.7889
H 1.7303 4.0342 0.3640